Formula: C30H62ClN9O19P
Source: the OMol25 dataset
Level of theory: the ωB97M-V functional and the def2-TZVPD basis

XYZ file:
```
122
C30H62ClN9O19P | the OMol25 dataset | the ωB97M-V functional and the def2-TZVPD basis
C 0.986 -2.170 4.343
C 1.773 -2.987 3.207
O 0.832 -3.280 2.126
P 0.732 -2.034 0.974
O 0.521 -2.715 -0.400
C -0.881 -1.057 1.309
C -2.139 -1.606 0.475
C -2.163 -1.168 -1.086
C -1.549 0.270 -1.376
C -0.311 0.442 -2.329
C 0.388 -0.775 -3.105
N -0.569 -1.633 -3.857
C -1.584 -0.852 -4.616
N 0.253 1.761 -2.539
C -0.267 2.972 -1.911
O 0.474 4.168 -2.225
C 1.797 3.929 -1.626
C 2.638 5.266 -1.342
C 4.207 4.840 -1.474
O 2.446 5.569 0.085
C -1.514 2.947 -0.988
C -2.102 4.282 -0.345
C -0.998 5.303 0.233
C -0.852 6.614 -0.731
N -1.347 7.868 -0.081
C -2.186 1.546 -0.703
C -3.484 1.401 0.244
O -4.441 0.730 -0.248
O -3.592 2.003 1.516
C -4.582 1.345 2.354
C -6.087 1.869 2.162
C -6.443 3.210 2.968
Cl -7.179 0.443 2.664
O 2.016 -0.916 1.011
C 2.697 -0.799 -0.268
C 4.156 -0.089 -0.145
H 1.013 -1.035 4.225
H 1.419 -2.525 5.356
H -0.099 -2.576 4.338
H 2.045 -4.011 3.675
H 2.761 -2.525 2.874
H -1.116 -1.272 2.425
H -0.720 0.078 1.248
H -2.167 -2.749 0.596
H -3.086 -1.221 1.019
H -1.654 -2.020 -1.661
H -3.276 -1.195 -1.393
H 1.095 -0.296 -3.895
H 1.053 -1.431 -2.450
H -0.060 -2.306 -4.444
H -2.371 -0.339 -3.952
H -1.128 -0.124 -5.385
H -2.176 -1.621 -5.246
H 1.076 1.835 -3.174
H 2.449 3.274 -2.327
H 1.662 3.320 -0.662
H 2.363 6.159 -1.993
H 4.413 3.991 -0.710
H 4.907 5.722 -1.266
H 4.414 4.355 -2.505
H 3.189 5.168 0.596
H -2.891 4.118 0.462
H -2.641 4.843 -1.204
H -1.261 5.703 1.268
H 0.043 4.821 0.268
H -1.354 6.469 -1.752
H 0.273 6.777 -0.959
H -2.113 7.620 0.567
H -1.782 8.464 -0.814
H -4.297 1.565 3.452
H -4.517 0.194 2.256
H -6.279 2.057 1.039
H -7.552 3.115 3.284
H -6.425 4.104 2.236
H -5.824 3.383 3.910
H 2.067 -0.115 -0.932
H 2.872 -1.784 -0.816
H 4.758 -0.329 -1.103
H 4.737 -0.448 0.772
H 3.969 1.037 -0.149
C 0.475 1.995 -7.793
N 0.748 1.255 -6.533
O 0.803 1.907 -5.497
O 0.898 0.050 -6.622
H 0.363 3.053 -7.561
H 1.321 1.832 -8.459
H -0.446 1.593 -8.216
C -0.958 -1.239 8.279
N 0.454 -1.544 7.929
O 0.745 -2.715 7.742
O 1.221 -0.598 7.854
H -1.521 -2.170 8.310
H -0.957 -0.756 9.256
H -1.351 -0.575 7.510
C 4.185 -4.457 0.825
N 5.655 -4.468 0.610
O 6.055 -4.834 -0.484
O 6.352 -4.110 1.543
H 3.694 -4.798 -0.085
H 3.968 -5.129 1.655
H 3.897 -3.432 1.058
C 6.308 -3.929 -3.580
N 5.037 -3.236 -3.920
O 4.033 -3.922 -4.021
O 5.093 -2.025 -4.074
H 6.110 -4.994 -3.472
H 7.010 -3.748 -4.392
H 6.669 -3.508 -2.642
C 0.423 -5.645 -0.755
N 0.299 -6.849 -1.618
O -0.780 -7.047 -2.153
O 1.290 -7.552 -1.729
H -0.528 -5.118 -0.749
H 0.682 -5.986 0.248
H 1.208 -5.019 -1.175
C -6.019 -2.333 4.276
N -4.638 -2.624 4.745
O -4.117 -1.813 5.495
O -4.126 -3.655 4.343
H -6.345 -1.389 4.710
H -5.990 -2.267 3.189
H -6.659 -3.150 4.606
```

Output
Spin multiplicity ... 1
Net charge ... +1

Results of the Löwdin charge analysis, in e, for atoms 1 through 8:
1. C -0.086
2. C -0.281
3. O -0.257
4. P 0.737
5. O -0.336
6. C -0.200
7. C -0.190
8. C -0.144

Formula: C30H63BN3O7P2S
Source: the OMol25 dataset
Level of theory: the ωB97M-V functional and the def2-TZVPD basis

XYZ file:
```
107
C30H63BN3O7P2S | the OMol25 dataset | the ωB97M-V functional and the def2-TZVPD basis
C -6.719 -0.127 -2.797
C -7.097 -1.534 -3.261
O -5.993 -2.428 -3.289
C -5.920 -3.364 -2.231
C -5.032 -2.882 -1.067
C -3.857 -3.831 -0.818
C -3.020 -3.528 0.440
C -1.577 -3.059 0.138
C -1.408 -1.536 0.016
P -1.169 -0.719 1.719
C -2.363 0.669 1.715
C -3.878 0.358 1.786
C -1.808 -1.859 3.003
C -1.579 -1.184 4.365
O -2.671 -1.098 -0.517
C -2.710 -0.160 -1.533
C -1.842 -0.518 -2.738
N -2.630 -1.223 -3.735
C -3.256 -0.628 -4.603
O -3.868 -0.081 -5.403
N -0.724 -1.486 -2.381
P 0.417 -1.592 -3.814
O 1.722 -0.925 -3.235
O -0.108 -0.458 -4.796
S 0.437 -3.320 -4.632
C -0.182 -1.222 -0.926
C 0.332 0.243 -0.847
C 1.496 0.563 0.102
C 2.909 0.404 -0.476
C 3.936 1.190 0.355
C 4.192 0.514 1.704
C 4.971 1.348 2.749
C 4.899 2.863 2.585
C 5.491 3.579 3.798
C 5.466 5.128 3.775
C 4.780 5.770 2.569
C 4.935 7.292 2.621
O 3.896 7.996 1.973
C 3.762 7.673 0.610
B 0.957 -2.322 -0.522
O 1.266 -2.446 0.815
N 1.549 -3.186 -1.544
C 3.017 -3.154 -1.563
C 1.153 -4.601 -1.406
H -7.540 0.324 -2.239
H -6.456 0.522 -3.632
H -5.866 -0.172 -2.116
H -7.892 -1.934 -2.626
H -7.482 -1.495 -4.282
H -6.921 -3.639 -1.883
H -5.482 -4.269 -2.661
H -4.636 -1.925 -1.403
H -5.606 -2.737 -0.151
H -3.221 -3.820 -1.711
H -4.261 -4.843 -0.736
H -3.537 -2.835 1.099
H -2.912 -4.458 1.003
H -0.920 -3.445 0.914
H -1.342 -3.527 -0.824
H -2.082 1.268 2.582
H -2.164 1.307 0.854
H -4.405 0.766 0.923
H -4.325 0.833 2.660
H -4.084 -0.710 1.826
H -1.259 -2.800 2.973
H -2.876 -2.058 2.910
H -0.524 -0.944 4.507
H -2.155 -0.262 4.456
H -1.869 -1.860 5.170
H -3.740 -0.135 -1.893
H -2.472 0.856 -1.197
H -1.399 0.398 -3.121
H -1.163 -2.414 -2.383
H 2.403 -0.947 -3.928
H -0.682 -0.886 -5.451
H -0.507 0.866 -0.529
H 0.603 0.616 -1.836
H 1.388 1.628 0.336
H 1.380 0.058 1.056
H 2.920 0.729 -1.516
H 3.208 -0.648 -0.396
H 3.570 2.211 0.462
H 4.874 1.184 -0.204
H 3.266 0.157 2.163
H 4.787 -0.380 1.489
H 4.551 1.121 3.734
H 6.014 1.028 2.804
H 5.413 3.171 1.670
H 3.851 3.158 2.456
H 4.965 3.207 4.681
H 6.525 3.234 3.895
H 6.497 5.488 3.824
H 4.955 5.473 4.676
H 3.711 5.545 2.594
H 5.218 5.395 1.643
H 4.922 7.625 3.659
H 5.896 7.583 2.175
H 3.348 8.538 0.093
H 4.729 7.433 0.150
H 3.091 6.819 0.456
H 2.138 -2.104 1.045
H 3.463 -3.421 -0.596
H 3.395 -2.187 -1.879
H 3.370 -3.894 -2.284
H 0.075 -4.716 -1.324
H 1.621 -5.068 -0.534
H 1.464 -5.128 -2.310
```

Output
Spin multiplicity ... 1
Net charge ... +1

Results of the Löwdin charge analysis, in e, for atoms 1 through 8:
1. C -0.056
2. C -0.249
3. O -0.166
4. C -0.204
5. C -0.157
6. C -0.180
7. C -0.152
8. C -0.151

| no. | orbital gap (eV) |
| --- | --- |
| 1 | 7.04 |
| 2 | 8.33 |